Entry 1:
Molecular formula: C46H35BI2O14
Method: DFT, ωB97M-V/def2-TZVPD

Geometry as XYZ:
```
98
Properties=species:S:1:pos:R:3:forces:R:3
C 4.999540 0.664173 -0.408457 0.3 0.9 -0.5
B 4.495700 1.659319 -1.606722 1.0 0.1 -0.9
O 5.445439 2.442419 -2.383900 -2.7 -0.3 1.9
C 2.922664 1.833164 -1.977527 -3.6 1.0 -0.6
C 2.178339 3.075131 -1.432016 -2.3 -2.9 -2.3
C 0.647806 3.289434 -1.726011 1.6 -1.5 -0.4
C 0.018449 4.622173 -1.056593 1.0 -1.4 0.2
C -0.224886 4.429917 0.539405 0.3 0.8 -0.4
O -1.493821 3.803983 0.846594 1.0 -0.7 0.2
C -0.168900 2.279094 -2.569411 2.7 -0.3 0.5
C -1.702032 2.560840 -2.843942 -1.4 -1.5 1.3
I -2.182725 4.087885 -4.325932 0.9 -0.8 0.7
C -2.783284 1.902084 -2.201595 2.8 0.8 -0.4
C -2.487138 0.747243 -1.107448 0.2 1.3 -0.7
I -4.832931 2.494540 -2.691396 1.3 -0.9 0.7
C 0.587849 1.022949 -3.111049 1.4 1.5 1.4
C 2.120552 0.819563 -2.824604 -1.9 1.7 0.7
C 2.771188 -0.505340 -3.449730 0.8 -0.3 -0.6
O 3.922426 -0.576516 -3.932632 -3.5 0.4 1.9
C 1.791479 -1.790050 -3.465625 -2.6 1.2 -0.3
C 0.394577 -1.609689 -3.713440 3.0 0.2 0.7
C -0.168272 -0.118382 -3.965808 -0.9 0.4 -1.1
O -1.087538 0.137641 -4.783357 3.1 -1.0 3.1
H 4.145684 0.392362 0.307590 1.4 0.2 -1.1
H 5.838049 1.236746 0.144414 -1.3 -1.2 -0.7
H 5.472024 -0.257587 -0.901189 -0.7 1.1 0.9
H 4.914348 3.221772 -2.689111 0.8 -1.0 -0.2
H 2.742836 3.825616 -0.786461 -1.0 -1.1 -1.0
H 0.859958 5.410890 -1.131004 -1.5 -1.0 -0.1
H -0.927427 4.922821 -1.616726 1.3 -0.2 1.0
H 0.657292 3.888143 1.048919 -1.5 0.9 -1.1
H -0.283961 5.508338 0.956102 0.1 -1.7 -0.5
H -1.352147 2.908287 1.239134 0.0 1.2 -0.6
H -1.482663 1.041720 -0.623358 -1.5 -0.6 -0.7
H -3.288443 0.697184 -0.296180 1.0 0.0 -1.3
H -2.384081 -0.239929 -1.662780 -0.2 1.3 1.0
H 2.226832 -2.835683 -3.259597 -0.6 1.9 -0.6
H -0.283751 -2.534202 -3.699122 0.9 1.8 -0.3
C 5.378866 -2.504217 3.854022 0.0 0.2 0.1
C 5.908494 -1.383843 3.365551 -0.1 -0.1 0.2
C 6.580113 -1.362322 2.050521 0.2 0.3 -0.1
O 7.062083 -0.337119 1.608108 0.0 -0.3 0.1
C 6.642295 -2.631956 1.295199 -0.1 -0.3 -0.1
C 6.112702 -3.754646 1.783788 0.2 0.2 -0.3
C 5.439331 -3.774984 3.100868 -0.2 -0.3 0.2
O 4.953196 -4.797774 3.546513 0.1 0.2 -0.1
H 4.883490 -2.535838 4.815796 0.0 0.0 0.0
H 5.871220 -0.445648 3.904724 0.0 0.0 0.0
H 7.137510 -2.597696 0.332683 0.0 0.0 0.0
H 6.149420 -4.693288 1.244737 0.0 0.0 0.0
C -3.608655 -4.519022 -1.258214 -0.1 -0.3 0.0
C -3.880568 -5.538583 -2.073466 0.1 0.1 0.3
C -4.089519 -5.327345 -3.522070 -0.1 -0.3 -0.3
O -4.339757 -6.257010 -4.266209 0.0 0.2 0.2
C -3.983717 -3.943703 -4.031192 0.1 0.3 0.0
C -3.711961 -2.924139 -3.216123 0.0 -0.1 -0.3
C -3.503113 -3.135152 -1.768075 0.0 0.3 0.2
O -3.252752 -2.204590 -1.023550 -0.1 -0.4 -0.1
H -3.453463 -4.655006 -0.195130 0.0 0.0 0.0
H -3.960765 -6.558100 -1.716910 0.0 0.0 0.0
H -4.138927 -3.807343 -5.094031 0.0 0.0 0.0
H -3.632052 -1.904410 -3.573211 0.0 0.0 0.0
C -9.693916 -4.642314 -3.722629 0.2 0.1 0.3
C -8.691717 -3.843025 -3.355258 -0.2 -0.2 0.1
C -7.844334 -3.164997 -4.358998 0.3 0.3 0.1
O -6.928115 -2.436945 -4.024367 -0.2 -0.2 -0.1
C -8.151579 -3.405735 -5.784904 -0.2 -0.1 -0.2
C -9.153762 -4.205009 -6.152460 0.3 0.2 -0.1
C -10.001333 -4.883180 -5.148754 -0.4 -0.3 -0.1
O -10.916808 -5.610721 -5.482948 0.2 0.2 0.1
H -10.323998 -5.147350 -3.001228 0.0 0.0 0.0
H -8.453678 -3.655353 -2.315484 0.0 0.0 0.0
H -7.521414 -2.900628 -6.506278 0.0 0.0 0.0
H -9.391671 -4.392575 -7.192144 0.0 0.0 0.0
C 1.563056 5.323285 4.099592 -0.1 0.2 0.2
C 1.888390 6.018622 5.190005 -0.2 -0.1 -0.2
C 3.193227 5.829198 5.859239 0.1 0.3 0.4
O 3.489996 6.461075 6.854450 -0.1 -0.2 -0.3
C 4.123322 4.840741 5.271996 0.1 -0.3 -0.2
C 3.797604 4.145616 4.181577 0.2 0.0 0.2
C 2.493153 4.335412 3.513033 0.0 -0.1 -0.2
O 2.195599 3.701804 2.515513 0.2 0.0 0.3
H 0.611743 5.448522 3.597093 0.0 0.0 0.0
H 1.219355 6.746418 5.632110 0.0 0.0 0.0
H 5.074421 4.715232 5.774172 0.0 0.0 0.0
H 4.466574 3.417521 3.739126 0.0 0.0 0.0
C 1.743477 -0.370382 6.827804 -0.2 0.0 0.2
C 0.492720 0.077956 6.943130 0.3 -0.2 0.1
C -0.147275 0.853049 5.858564 -0.5 0.2 0.1
O -1.286883 1.264092 5.963567 0.3 -0.1 0.0
C 0.652035 1.110194 4.641368 0.3 0.0 -0.2
C 1.902433 0.661826 4.526211 -0.2 0.2 -0.1
C 2.542119 -0.113135 5.610831 0.3 -0.1 0.0
O 3.683496 -0.523621 5.504443 -0.3 0.2 0.1
H 2.228004 -0.938574 7.611996 0.0 0.0 0.0
H -0.106381 -0.102100 7.827101 0.0 0.0 0.0
H 0.167934 1.678594 3.856904 0.0 0.0 0.0
H 2.501706 0.842172 3.641861 0.0 0.0 0.0
```
Positions in Å, forces in eV/Å.

Output
- Charge: 0
- Kohn-Sham gap: 6.50 eV

Mulliken charges, unit e, in atom order: -0.7180, 0.6710, -0.6233, -0.0330, -0.5352, 0.5256, -0.8615, 0.4430, -0.5220, 0.7010, -1.0914, 0.0685, 0.1023, -0.5585, 0.0331, 0.7887, -0.0971, 0.0631, -0.5462, -0.4707, -0.3255, 0.3185, -0.5442, 0.2088, 0.2557, 0.2094, 0.3406, 0.2987, 0.3967, 0.2470, -0.2633, 0.2254, 0.2883, 0.1205, 0.3926, 0.0117, 0.3215, 0.2888, -0.3983, -0.3710, 0.4094, -0.5656, -0.2973, -0.3764, 0.3216, -0.5607, 0.5041, 0.4684, 0.4620, 0.4216, -0.4068, -0.4691, 0.2951, -0.5830, -0.5632, -0.1933, 0.4465, -0.5184, 0.4462, 0.4248, 0.4812, 0.6345, -0.3246, -0.3919, 0.4624, -0.5322, -0.3606, -0.3217, 0.3622, -0.5518, 0.4045, 0.4365, 0.4211, 0.4077, -0.2916, -0.4088, 0.2313, -0.5483, -0.4059, -0.3917, 0.3487, -0.4788, 0.4313, 0.4403, 0.4266, 0.5259, -0.4264, -0.4213, 0.2021, -0.5465, -0.4766, -0.3720, 0.3975, -0.4959, 0.4320, 0.4098, 0.6185, 0.6457

Entry 2:
Molecular formula: C5H8N4
Method: DFT, ωB97M-V/def2-TZVPD

Geometry as XYZ:
```
17
Properties=species:S:1:pos:R:3:forces:R:3
C 0.444907 2.061480 0.987033 -1.1 -5.1 -4.3
C -0.539776 -1.192043 0.459239 -0.8 -0.3 1.4
C 1.783924 -0.916464 0.298208 -0.6 -1.5 1.0
C 0.279125 0.870020 -0.286723 3.0 4.5 3.2
C -1.887419 0.312127 -0.849971 -3.8 -0.2 -2.1
N 0.453752 2.903946 1.737036 0.2 2.1 1.9
N -0.721801 -0.061921 -0.165725 -0.5 -3.0 1.5
N 0.714500 -1.530873 0.907900 -0.8 -1.2 -0.5
N 1.541728 0.185152 -0.344550 3.2 -0.4 -1.1
H -1.387108 -1.899466 0.781293 1.1 1.2 -1.0
H 2.742405 -1.497435 0.413885 -0.6 1.2 -0.6
H 0.058681 1.575065 -1.067361 0.5 -0.2 -0.9
H -2.833832 -0.280633 -0.593608 1.4 1.2 0.5
H -1.948989 1.408551 -0.761311 -0.8 -0.6 0.0
H -1.824894 0.035593 -1.933758 0.5 0.5 0.6
H 0.742103 -2.524430 1.306199 0.7 1.9 -0.4
H 2.382695 0.551331 -0.887786 -1.5 0.0 0.7
```
Positions in Å, forces in eV/Å.

Output
- Charge: +2
- Kohn-Sham gap: 9.48 eV

natural (NBO) charges, unit e, in atom order: 0.1343, 0.4285, 0.4315, 0.1050, -0.4619, -0.1338, -0.3005, -0.5472, -0.4635, 0.3154, 0.3219, 0.3139, 0.2961, 0.2631, 0.2786, 0.5076, 0.5110

Entry 3:
Molecular formula: C5H9F
Method: DFT, ωB97M-V/def2-TZVPD

Geometry as XYZ:
```
15
Properties=species:S:1:pos:R:3:forces:R:3
C -1.889135 -1.059928 -0.248742 1.2 -1.2 0.4
C -2.275170 0.107361 -0.667164 1.5 -3.2 -1.3
C 0.762176 0.829686 -1.090683 3.7 -2.2 -0.7
C 1.289573 0.121407 1.396720 -0.6 2.8 -2.2
C 1.199903 -0.156227 -0.063490 -0.3 0.2 -0.5
F 1.045596 -1.468532 -0.431191 0.2 0.3 0.4
H -2.010524 -1.317335 0.864739 0.1 0.1 -1.6
H -1.256225 -1.760969 -0.895072 -1.1 0.9 1.1
H -2.798889 0.822492 -0.222032 -2.1 3.2 1.5
H 1.148433 1.759509 -0.792061 1.1 1.4 -0.1
H 1.053245 0.495270 -2.132017 -0.2 0.6 1.2
H -0.223177 0.980987 -1.043361 -4.2 0.3 -0.2
H 0.760275 -0.509943 1.980123 -2.0 -2.4 1.7
H 2.274316 0.001266 1.681725 2.3 0.1 0.9
H 0.919603 1.154953 1.662501 0.6 -0.9 -0.5
```
Positions in Å, forces in eV/Å.

Output
- Charge: 0
- Kohn-Sham gap (spin up / spin down): 10.12 / 7.01 eV

natural (NBO) charges, unit e, in atom order: -0.5397, -0.0721, -0.6938, -0.6996, 0.4429, -0.3626, 0.2175, 0.2382, 0.1472, 0.2191, 0.2250, 0.2185, 0.2190, 0.2226, 0.2178

Entry 4:
Molecular formula: C22H18N5PbS5
Method: DFT, ωB97M-V/def2-TZVPD

Geometry as XYZ:
```
51
Properties=species:S:1:pos:R:3:forces:R:3
Pb -0.315286 0.156457 0.046802 -0.3 0.2 0.6
N 0.916532 -0.177988 3.756133 0.2 0.0 -0.1
C 1.952011 -0.159200 2.890522 -0.4 0.0 -0.3
N 1.825467 -0.137989 1.578007 0.1 0.0 0.1
C 3.073150 -0.172789 0.965463 -0.7 0.0 -0.7
C 4.123447 -0.215959 1.795713 0.5 0.0 0.2
S 3.578908 -0.218795 3.429921 0.3 0.0 0.2
C 3.110042 -0.154070 -0.510812 -0.7 0.0 0.6
C 4.205640 -0.249364 -1.273934 0.4 0.0 -0.2
S 3.780319 -0.158419 -2.941777 0.3 0.0 -0.2
C 2.129406 0.003776 -2.512632 -0.5 0.1 0.2
N 1.904016 -0.032177 -1.211588 0.2 0.1 0.3
N 1.155200 0.147867 -3.435784 0.2 -0.1 0.0
H -0.006682 0.038213 3.415061 0.0 0.0 0.0
H 1.077868 -0.008677 4.733372 0.0 0.0 0.0
H 5.176129 -0.237716 1.557044 -0.1 0.0 0.0
H 5.232642 -0.367026 -0.964068 -0.1 0.0 -0.1
H 1.414214 0.337640 -4.388785 0.1 0.0 0.0
H 0.291620 0.575235 -3.120230 0.1 0.1 0.0
S -1.498219 2.018961 1.683950 0.5 0.3 -1.0
C -2.039195 1.033326 2.939647 -0.2 -0.8 0.8
C -2.232336 1.615447 4.235455 0.2 -0.1 -0.6
C -2.621339 0.860309 5.297009 -0.1 -0.4 0.1
C -2.765850 -0.542193 5.157057 0.0 0.3 0.3
C -2.533294 -1.146653 3.960133 0.1 0.1 -0.4
C -2.226751 -0.382847 2.794757 0.0 0.5 0.8
S -2.049483 -1.242139 1.333459 0.0 -0.1 -0.5
H -2.085433 2.682693 4.337924 0.0 0.0 0.0
H -2.802655 1.329240 6.255914 0.0 0.0 0.0
H -3.052880 -1.143009 6.011297 0.0 0.0 0.0
H -2.627830 -2.220508 3.864319 0.0 0.0 0.0
C 0.260577 -3.229638 -0.411095 0.0 0.0 -0.1
C -0.652285 -2.804090 -1.534618 0.1 -0.1 0.1
C -1.167984 -3.771999 -2.428128 0.1 0.0 0.2
C -1.958818 -3.371051 -3.455633 -0.1 0.0 -0.1
C -2.250299 -1.998413 -3.645653 -0.1 -0.2 -0.1
C -3.024322 -1.537141 -4.735293 0.1 -0.1 0.1
C -3.233805 -0.201886 -4.880850 0.1 0.3 0.1
C -2.687806 0.714530 -3.949609 -0.3 0.1 -0.3
C -1.952376 0.305145 -2.870404 -0.1 0.0 0.1
S -1.331339 1.561978 -1.770619 -0.1 -0.1 -0.4
C -1.720351 -1.089106 -2.716171 0.3 -0.1 0.6
N -0.949445 -1.530012 -1.668608 0.2 0.1 -0.1
H 0.762757 -4.162096 -0.665317 0.0 0.0 0.0
H -0.295705 -3.395833 0.514444 0.0 0.0 -0.1
H 1.035465 -2.481978 -0.217801 -0.1 0.0 0.0
H -0.919742 -4.814883 -2.278932 0.0 0.1 0.0
H -2.366822 -4.095815 -4.151622 0.0 0.0 0.0
H -3.430462 -2.253732 -5.439226 0.0 0.0 0.0
H -3.817415 0.174281 -5.711040 0.0 0.0 0.0
H -2.867098 1.774590 -4.086174 0.0 0.0 0.0
```
Positions in Å, forces in eV/Å.

Output
- Charge: +1
- Kohn-Sham gap: 5.50 eV

natural (NBO) charges, unit e, in atom order: 1.2589, -0.7789, 0.2644, -0.5804, 0.1879, -0.4518, 0.4461, 0.0862, -0.4170, 0.4496, 0.2714, -0.5695, -0.7944, 0.4202, 0.4133, 0.2568, 0.2575, 0.4105, 0.4239, 0.0086, -0.2585, -0.2072, -0.1888, -0.1983, -0.2096, -0.2527, 0.0018, 0.2353, 0.2316, 0.2308, 0.2323, -0.6652, 0.2893, -0.2672, -0.0964, -0.0165, -0.2024, -0.1840, -0.2016, -0.1835, -0.1514, 0.1212, -0.5092, 0.2407, 0.2563, 0.2277, 0.2364, 0.2301, 0.2280, 0.2338, 0.2344

Calculated F_max, 4.55 6.77 4.35 1.15 eV/Å (same order as the records).
Calculated energy relative to the best compared isomer or geometry (same formula, charge and spin), 157.7 28.5 126.8 19.2 kcal per mole (same order as the records).